{"formula": "C64H64F4N3P2Pd", "method": "ωB97M-V/def2-TZVPD", "species": ["Pd", "P", "P", "F", "F", "F", "F", "N", "N", "N", "C", "C", "C", "C", "C", "C", "C", "C", "C", "C", "C", "C", "C", "C", "C", "C", "C", "C", "C", "C", "C", "C", "C", "C", "C", "C", "C", "C", "C", "C", "C", "C", "C", "C", "C", "C", "C", "C", "C", "C", "C", "C", "C", "C", "C", "C", "C", "C", "C", "C", "C", "C", "C", "C", "C", "C", "C", "C", "C", "C", "C", "C", "C", "C", "H", "H", "H", "H", "H", "H", "H", "H", "H", "H", "H", "H", "H", "H", "H", "H", "H", "H", "H", "H", "H", "H", "H", "H", "H", "H", "H", "H", "H", "H", "H", "H", "H", "H", "H", "H", "H", "H", "H", "H", "H", "H", "H", "H", "H", "H", "H", "H", "H", "H", "H", "H", "H", "H", "H", "H", "H", "H", "H", "H", "H", "H", "H", "H"], "xyz": [[0.5693, -2.4185, 0.4662], [0.0943, -1.6614, 2.4937], [-0.0868, -4.5276, -0.0316], [5.7845, 0.2422, 1.0689], [-1.3611, -1.7042, -5.3645], [-4.0151, -0.5722, -1.5936], [2.7535, 3.1792, 3.2202], [0.5559, 6.3939, -2.1634], [1.3151, 5.3058, -2.0935], [-0.7042, 5.9528, -2.0215], [1.4210, -8.0340, 2.5244], [0.2850, -4.6158, -4.0981], [0.8548, -7.1362, 0.3463], [1.6349, -1.3721, 3.3910], [-4.0795, -3.9427, -0.5873], [-1.4437, 7.9321, -3.1891], [-1.9893, 2.3876, -1.4902], [1.8366, 0.4683, -1.9221], [0.8017, -0.1616, -1.2869], [-1.2522, -4.1257, 5.4750], [2.7671, -2.1131, 3.0316], [-1.4536, -1.2694, -4.0634], [-2.8868, 4.0389, -3.0770], [-2.8674, -4.2033, 3.6706], [1.7068, -0.4234, 4.4286], [0.5542, 4.1782, -1.8177], [-1.9148, 2.4652, 2.1699], [4.3781, 1.8250, 2.1534], [-2.1383, 3.8840, -1.7450], [4.0590, -0.9258, 4.6980], [0.5506, -4.7690, -1.7066], [-2.1241, 0.0595, 2.3605], [-0.2850, -4.6419, -2.8270], [2.8468, 1.9762, -0.2353], [0.7134, -5.7264, 2.3305], [2.4506, 2.7158, 0.8901], [-1.6489, -0.5851, -1.3901], [-0.5042, -3.1761, 4.7776], [2.7647, 5.5503, -2.1606], [4.7041, 1.0843, 1.0219], [0.9562, 2.7373, -1.9094], [-3.8513, -6.1340, 0.4063], [1.9378, -4.9171, -1.8641], [-1.7774, 7.7125, -0.7060], [-0.9369, -2.7445, 3.5104], [-1.7567, 6.9893, -2.0436], [1.1364, -6.7988, 3.1158], [2.1766, 1.9463, -1.6034], [3.2046, 2.5652, 2.0674], [-1.8781, -4.8188, -0.0771], [-2.4635, -5.9950, 0.4255], [-2.9593, 4.4338, -0.5780], [0.0742, 1.0960, 2.2591], [0.5692, -5.8970, 0.9458], [1.6672, -4.7286, -4.2615], [-0.7633, 4.6050, -1.8176], [-2.6928, -3.8033, -0.5936], [-2.4241, -4.6481, 4.9194], [3.9798, -1.8782, 3.6808], [-0.3788, -0.6425, -2.0010], [-2.7278, -1.1095, -3.5218], [-0.7237, -0.0512, 2.3969], [-2.1311, -3.2494, 2.9691], [-0.5206, 2.3553, 2.1888], [2.9234, -0.2003, 5.0710], [-4.6625, -5.1102, -0.0909], [2.8878, 6.9033, -2.8247], [3.9667, 1.1496, -0.1507], [2.4909, -4.8892, -3.1444], [-0.2834, -1.0308, -3.3547], [3.3545, 5.5573, -0.7641], [-2.7793, -0.7710, -2.1744], [-2.7123, 1.3191, 2.2314], [1.2800, -8.2000, 1.1431], [3.2142, 4.5845, -0.2824], [0.0936, 3.2559, 2.2034], [3.9407, 7.1836, -2.9197], [-2.3110, 3.5802, -3.8916], [1.5954, 3.4045, 0.8613], [-4.6998, -3.1381, -0.9792], [1.7492, -8.8709, 3.1429], [-2.3724, 3.4558, 2.1441], [-0.9133, -4.4569, 6.4575], [2.3651, 7.6570, -2.2221], [0.6893, -0.0851, -0.1843], [-4.3017, -7.0504, 0.7854], [-3.7884, -4.5955, 3.2365], [0.7835, 2.4769, -2.9796], [-2.2217, -2.9004, -0.9884], [-2.9995, -5.3987, 5.4639], [-2.9704, 1.9004, -1.3972], [3.2246, 4.7562, -2.7638], [-2.3567, 4.4003, 0.3384], [-1.7308, -0.3944, -0.3190], [3.5667, -4.9981, -3.2665], [4.9706, 1.7848, 3.0646], [-1.8310, -6.7906, 0.8213], [-3.0684, 5.0891, -3.3311], [-2.4673, -2.9141, 1.9841], [-0.3606, -4.4996, -4.9667], [1.4967, -9.1605, 0.6781], [2.6890, -2.8524, 2.2274], [-0.7767, 8.1092, -0.4812], [4.2428, 0.5519, -1.0197], [4.8647, -2.4449, 3.3901], [-0.4013, 8.2709, -3.1301], [0.1626, 2.2343, -1.3596], [5.0082, -0.7513, 5.2085], [2.4410, 6.8980, -3.8244], [4.4297, 5.7732, -0.8066], [0.4069, -2.7586, 5.2089], [-2.7429, -0.8296, 2.4709], [-2.1199, 8.7969, -3.1530], [2.9837, 0.5472, 5.8638], [-2.4932, 8.5455, -0.7528], [-1.4768, 2.1986, -0.5336], [-3.6292, -1.2422, -4.1089], [1.1601, 0.9922, 2.2582], [-1.3663, -4.5718, -2.7008], [-3.8589, 3.5337, -3.0036], [-3.7997, 1.4108, 2.2043], [-5.7479, -5.2187, -0.0994], [-2.7084, 6.4911, -2.2288], [0.8186, 0.1337, 4.7333], [2.5733, -5.0262, -0.9821], [2.9631, 2.2661, -2.3116], [2.0986, -4.7003, -5.2628], [0.4855, -4.7520, 2.7760], [-3.8523, 3.8079, -0.4374], [0.7012, -1.1632, -3.8128], [2.4388, -0.0309, -2.6939], [-1.4934, 1.8873, -2.3323], [-2.0783, 7.0373, 0.1030], [-3.2890, 5.4611, -0.7525], [-1.5900, 7.4243, -4.1493], [2.8591, 6.3340, -0.1621], [1.2344, -6.6653, 4.1934], [0.7368, -7.2599, -0.7318]], "forces_ev_per_angstrom": [[-0.28, -0.15, -0.10], [0.43, 0.37, -0.76], [0.26, 0.26, -0.19], [-0.90, 0.86, -0.01], [-0.09, 0.49, 1.11], [1.03, -0.29, -0.45], [0.45, -0.37, -1.24], [-1.48, -1.94, 0.29], [-2.21, 0.08, 0.78], [1.97, -0.11, 0.01], [-0.09, 0.18, -0.05], [0.07, 0.04, -0.03], [0.01, 0.09, 0.54], [-0.10, 0.33, 0.90], [0.11, -0.06, -0.08], [-0.08, 0.27, -0.42], [-0.02, -0.38, -0.02], [-0.05, -0.16, 0.12], [0.36, 0.81, 0.57], [-0.04, 0.00, -0.11], [0.03, 0.29, 0.08], [0.43, -0.38, -0.51], [0.11, 0.18, -0.17], [0.05, 0.14, 0.10], [0.48, -0.35, -0.04], [1.18, 0.56, -0.63], [0.03, -0.02, 0.17], [-0.48, -0.12, -0.10], [0.26, -0.14, 0.08], [-0.09, 0.00, -0.06], [-0.29, -0.52, -0.44], [0.28, 0.41, 0.07], [0.54, -0.13, 0.07], [0.00, 0.44, 0.67], [0.06, -0.16, -0.26], [0.31, -0.21, -0.03], [0.48, -0.09, 0.00], [-0.38, 0.02, -0.27], [0.37, 0.19, -0.14], [0.45, -0.41, -0.20], [-1.84, -0.47, -0.65], [-0.04, 0.08, 0.01], [-0.17, 0.19, -0.44], [0.01, 0.07, 0.29], [-0.17, -0.08, 0.52], [-0.01, 0.56, -0.04], [-0.04, -0.05, -0.10], [2.76, -0.58, 0.94], [-0.25, 0.48, 0.39], [-0.31, -0.52, -0.07], [-0.03, 0.43, -0.27], [-0.09, 0.28, 0.17], [-0.36, 0.15, 0.07], [0.04, -0.53, -0.04], [-0.13, 0.03, 0.02], [-0.89, 0.23, -0.01], [-0.06, -0.19, 0.17], [0.09, 0.11, -0.05], [-0.03, -0.05, 0.07], [-0.31, -1.67, -0.77], [0.09, 0.12, 0.43], [-0.29, 0.34, 0.45], [0.18, -0.12, 0.17], [-0.27, -0.25, 0.04], [-0.02, 0.04, -0.03], [0.17, -0.01, 0.02], [0.63, 0.52, -0.40], [0.35, -0.16, 0.27], [-0.16, -0.05, 0.19], [-0.41, -0.04, 0.00], [-0.01, -0.10, 0.35], [-0.36, 0.18, -0.01], [0.09, 0.06, -0.06], [0.00, 0.13, -0.02], [0.15, 0.31, -0.04], [-0.19, -0.24, -0.02], [-0.14, -0.11, 0.05], [-0.19, 0.09, 0.12], [0.44, -0.51, 0.09], [0.08, -0.18, 0.08], [-0.09, 0.24, -0.18], [0.06, -0.37, 0.08], [-0.12, 0.06, -0.26], [0.46, -0.14, -0.25], [-0.47, 1.09, -0.48], [0.07, 0.20, -0.07], [0.27, 0.08, 0.13], [-0.26, 0.10, 0.51], [-0.18, -0.33, 0.21], [0.18, 0.22, -0.15], [0.09, 0.44, -0.05], [-0.30, 0.13, 0.06], [-0.28, 0.06, -0.21], [-0.07, 0.13, -0.28], [-0.19, 0.02, -0.01], [-0.25, -0.08, -0.19], [-0.22, 0.21, -0.08], [-0.05, -0.33, -0.13], [0.16, -0.25, 0.28], [0.15, -0.05, 0.11], [-0.02, 0.18, 0.15], [0.04, 0.25, 0.26], [-0.33, -0.02, -0.06], [0.13, 0.08, 0.38], [-0.21, 0.15, 0.10], [-0.44, 0.09, -0.03], [0.24, 0.11, -0.23], [-0.27, -0.04, -0.16], [0.11, 0.05, 0.15], [-0.30, -0.04, -0.04], [-0.23, -0.21, -0.10], [0.09, 0.29, -0.03], [0.23, -0.26, -0.01], [0.02, -0.23, -0.19], [0.24, -0.27, 0.04], [-0.10, -0.10, -0.35], [0.15, -0.03, 0.05], [-0.38, 0.05, 0.03], [0.31, 0.01, -0.07], [0.26, 0.10, -0.02], [0.30, -0.03, 0.05], [0.30, -0.01, 0.04], [0.35, 0.11, 0.10], [0.25, -0.15, -0.13], [-0.14, 0.04, -0.27], [-0.10, -0.31, 0.20], [-0.10, -0.02, 0.28], [0.10, -0.44, -0.13], [0.28, 0.19, -0.01], [-0.51, 0.06, -0.02], [-1.05, 0.60, -0.66], [-0.07, 0.09, 0.37], [0.10, 0.20, -0.10], [-0.08, -0.26, 0.21], [0.08, 0.12, 0.10], [0.19, -0.20, -0.11], [0.01, -0.07, -0.26], [0.04, 0.00, 0.31]], "mulliken_charge": [-0.14, 1.86, 1.84, -0.40, -0.44, -0.53, -0.46, -1.15, 0.78, 1.07, -0.63, -0.60, -0.34, 0.30, -0.38, -1.39, -2.30, -1.83, -0.18, -0.81, -0.69, -0.21, -1.81, -1.17, -0.32, -0.24, -1.06, -0.66, 3.30, -0.67, 0.57, -0.90, -0.24, -0.22, 0.08, -0.36, 0.46, -0.35, 0.48, 0.11, 0.35, -0.73, -0.53, -1.38, 0.64, 0.18, -0.81, 1.07, 0.18, 0.64, -0.61, -1.74, -0.23, -0.35, -0.59, -0.94, -0.03, -0.81, -0.53, 2.12, -0.85, 1.13, 0.35, -1.15, -0.81, -0.87, -1.57, -1.15, -0.79, -0.42, -1.28, 0.85, -1.00, -0.65, 0.40, 0.63, 0.47, 0.39, 1.24, 0.45, 0.39, 0.82, 0.44, 0.35, -0.62, 0.41, 0.43, 0.65, -0.36, 0.40, 0.98, 0.19, 0.25, -0.68, 0.43, 0.49, 0.40, 0.35, 0.11, 0.43, 0.41, 0.36, 0.36, 0.53, 0.43, 0.32, -1.32, 0.41, 0.41, 0.43, 0.37, 0.46, 0.43, 0.42, 0.41, -0.45, 0.56, 0.40, 0.34, 0.42, 0.46, 0.39, 0.13, 0.44, 0.46, 0.86, 0.38, 0.19, 0.55, 0.51, 0.84, 0.35, 0.32, 0.35, 0.34, 0.31, 0.46, 0.43], "charge": 1, "max_force_ev_per_a": 2.97, "homo_ev": -7.814}